DFT (wB97M-V/def2-TZVPD) results for a structure of composition C22H42InNP3S in a non-equilibrium geometry.

Element x y z (Å)
H -0.8206 4.0074 -1.8185
C -3.0297 -2.0496 -1.7589
P -1.5345 -2.2343 -0.7161
C 0.8331 3.9897 -3.2193
H 1.7158 2.4701 3.0786
S -1.7123 0.9282 -3.0159
H 3.5473 -3.1205 -0.1995
C -1.1012 -1.3129 4.9581
C -1.0125 2.4630 -3.3887
H 1.3653 1.6506 -5.6822
H -2.6942 -3.1800 1.1965
H -0.7779 1.0314 -4.7882
H -1.2648 -4.1598 0.7908
C -1.3075 -1.2366 3.5673
H 3.2390 1.9975 2.2640
H -3.1614 2.0901 -0.1206
C -0.9387 -0.1215 5.6757
H 0.8791 -4.4076 0.4857
C 2.8346 -1.6939 2.1281
H 1.6254 4.0128 1.4344
H -1.0716 -2.2963 5.4448
C -3.2237 1.2948 -2.0434
H -3.8268 -1.5246 -1.2236
H 3.4834 2.2351 -0.0769
C -0.4441 -3.0618 -1.9414
C -1.1443 1.0577 3.5852
H 0.1645 -2.3020 -2.4483
H -3.4507 2.3395 -2.2903
C -3.1049 1.0827 -0.5543
H -2.8077 -1.4816 -2.6695
H 0.5790 -3.8146 2.1472
C -0.4087 3.5307 -2.7192
C -2.1051 -3.5972 0.3700
H -0.0127 3.7492 0.7683
H 2.2664 -2.8346 -1.4171
H -1.1898 2.6151 -5.5814
H -3.3725 -3.0504 -2.0455
C 0.8813 2.2885 -4.9491
C 1.0492 3.5068 0.6462
C 2.6920 1.5208 -0.3621
H -1.1276 1.9859 3.0092
H -3.9722 0.4914 -0.2384
C 1.5115 3.2371 -4.2062
H -1.0739 -3.5642 -2.6896
H 2.2359 -4.2574 1.6402
H 3.2911 -1.4857 -0.8721
H 3.1014 0.4997 -0.3647
H 2.1378 0.7391 2.9186
H 3.4208 -0.7982 1.8865
N -1.3165 -0.0760 2.8778
H -3.9868 0.6324 -2.4903
C -0.5778 2.1399 -4.8034
H 2.3218 1.7705 -1.3688
P 1.6095 -2.0695 0.8094
H -2.7412 -4.2768 -0.2139
In -1.2377 0.3240 0.1630
C 1.2882 -3.8133 1.3102
H -0.7845 -0.1346 6.7560
H 0.2170 -3.8048 -1.4811
C 2.7948 -2.4091 -0.5578
P 1.2753 1.6859 0.8168
H 2.2951 -1.5342 3.0707
H 1.3861 3.8565 -0.3388
H -1.4591 -2.1557 2.9914
H 2.5624 3.4306 -4.4217
H 1.3362 4.8867 -2.8313
H -0.8622 2.0636 5.4746
C 2.1852 1.7189 2.4288
H 3.5037 -2.5583 2.2338
C -0.9718 1.0939 4.9799

Output
- DFT total energy (eV) = -68832.71145
- largest force on an atom (eV/A) = 2.9
- charge = +3
- multiplicity = 1
- frontier orbital gap (eV) = 5.498
- relative energy (zero: lowest compared OMol25 entry of this formula, charge and spin) (kJ/mol) = 25.2

***

DFT (wB97M-V/def2-TZVPD) results for the molecule C5H8OS2 in a non-equilibrium geometry.

Element x y z (Å)
H 0.8384 -1.0981 -0.9917
S 2.5651 0.6393 -0.8408
C 1.3729 -0.5896 -0.2057
H 3.1671 -0.9569 0.9879
C 0.4226 -0.2403 0.9335
H 0.9011 0.2721 1.7161
O -0.6398 0.6326 0.4995
C -2.6213 1.3382 -0.4542
H -0.0499 -1.2290 1.2961
C -1.6911 0.1722 -0.1917
S -1.9466 -1.3887 -0.6543
H -2.0076 2.1617 -0.8519
H -2.9837 1.7691 0.4935
H -3.4594 1.1489 -1.1076
H 3.3340 -1.6929 -0.6057
C 2.7982 -0.9385 -0.0232

Output
- DFT total energy (eV) = -29031.59730
- largest force on an atom (eV/A) = 2.7
- multiplicity = 1
- frontier orbital gap (eV) = 9.266
- relative energy (zero: lowest compared OMol25 entry of this formula, charge and spin) (kJ/mol) = 104.6

***

DFT (wB97M-V/def2-TZVPD) results for a structure of composition C10H11AuCl6V in a non-equilibrium geometry.

Element x y z (Å)
Cl 1.9616 -1.1763 5.1058
C 0.1484 0.5115 1.8819
H -2.7568 -1.4598 -0.0957
H 2.6918 -0.6895 -2.7898
V 0.1851 -0.2242 -2.5922
H -1.3715 -1.5878 -4.1288
H -2.1018 -1.2969 1.6031
H 2.4418 1.0126 -2.7675
H -3.0946 0.0753 0.8841
H -0.4953 -0.4712 -5.0906
Cl -0.8172 2.4334 -2.1550
Cl 1.2236 1.7053 6.1811
C -0.2108 1.7413 2.4282
H 1.2213 -2.4919 -1.6771
C -2.3690 -0.7646 0.6669
Cl -0.3443 3.6933 4.3179
C 0.4898 -2.0637 -2.4500
C 0.7990 1.2313 4.5802
Au -0.6457 0.3369 -0.1446
H -1.8433 0.0882 -4.1969
C -0.9919 -0.5725 -4.1252
C 1.1274 -0.0563 4.0745
C 0.1014 2.1444 3.7483
C 2.0369 0.0902 -3.1321
C 0.7694 -0.4148 2.7184
H 2.1948 0.1413 -4.1972
H -0.3569 -2.7921 -2.2556
Cl -1.1044 2.8382 1.4478
Cl 1.1113 -1.9815 2.1602

Output
- DFT total energy (eV) = -115052.76675
- largest force on an atom (eV/A) = 3.9
- multiplicity = 4
- ⟨S²⟩ = 4.180
- frontier orbital gap (spin up / spin down) (eV) = 5.416 / 2.365
- relative energy (zero: lowest compared OMol25 entry of this formula, charge and spin) (kJ/mol) = 106.6

***

DFT (wB97M-V/def2-TZVPD) results for a cluster of 2 separate species, C3H8FNS in total in a non-equilibrium geometry.

Element x y z (Å)
H 0.3274 2.1922 -0.5119
N -1.4806 -0.5942 1.1998
H -1.6679 -1.0712 2.0881
S -1.8985 -1.7778 -1.2926
C 0.6370 1.3351 0.0093
C -0.9427 -1.5296 0.1792
H 1.6366 -0.4410 -0.3582
H 1.4065 1.6016 0.7503
C 0.8296 0.1239 -0.6981
H -2.4581 -0.4177 0.8449
H -0.9009 -2.3907 -2.0590
H 0.6108 -0.0327 -1.7004
H -0.1598 1.1540 0.7470
F -0.1391 -2.3980 0.8806

Output
- DFT total energy (eV) = -18279.43189
- largest force on an atom (eV/A) = 4.5
- multiplicity = 1
- frontier orbital gap (spin up / spin down) (eV) = 7.902 / 7.811
- relative energy (zero: lowest compared OMol25 entry of this formula, charge and spin) (kJ/mol) = 382.7

***

DFT (wB97M-V/def2-TZVPD) results for a structure of composition C55H45BBaN10O3S2 in a non-equilibrium geometry.

Element x y z (Å)
H 8.6997 18.9693 20.9645
H 6.4596 5.9892 9.8121
H 5.8866 9.4139 16.8855
C 9.8885 13.9307 18.4345
C 11.9811 17.8457 8.9849
C 12.9664 16.0665 9.9139
C 9.4857 14.7560 19.4694
B 8.7913 10.0228 10.0969
H 5.7183 9.3562 15.1852
C 16.2106 14.3565 9.6411
C 7.2605 10.6864 15.9736
C 8.9306 16.9592 15.2836
C 10.7182 14.4195 17.3839
O 12.7425 13.9870 11.8148
C 10.1503 18.8239 19.2879
C 14.2630 16.4613 14.5646
H 15.2036 15.8472 8.5576
H 12.7977 16.6069 12.9825
C 11.0791 15.7861 17.2516
C 9.2739 18.2986 20.2863
C 15.0858 16.4205 18.6737
C 10.8733 18.0352 18.4650
H 8.8931 9.8552 6.9720
O 12.3195 12.3862 16.7736
H 5.0646 19.1927 17.1770
C 6.7474 16.3715 16.2789
C 9.8904 11.8075 6.8593
C 11.8561 16.4838 15.0133
H 13.0325 16.2516 18.9661
C 9.8599 16.1328 19.4042
H 17.1721 16.4815 18.1473
H 6.7340 12.0246 14.3845
H 9.8537 12.0007 5.8450
C 11.0175 10.6213 12.9035
C 6.6154 17.7304 16.7015
C 5.9385 10.0166 16.0271
C 7.3046 6.6841 9.6661
H 9.8662 8.0362 8.1321
C 9.7113 12.0350 16.0202
C 13.4696 16.1666 16.8625
H 4.5148 11.4534 11.7079
H 9.6497 12.8535 18.3865
C 14.5609 16.2589 15.9623
H 6.0701 9.4274 10.8743
C 15.0401 13.4487 11.6148
H 5.1338 10.7670 16.0696
C 9.1433 16.9538 20.3417
C 15.8628 16.2661 16.3812
H 11.5533 11.2404 13.6294
H 16.6789 16.4734 15.6454
H 11.6141 8.5880 13.6491
H 10.3750 7.7350 11.3315
C 9.3875 10.6430 7.4796
H 11.4656 18.5174 17.6952
H 15.0350 12.7655 12.5350
H 15.0985 16.6495 13.8778
H 5.2727 18.1063 18.5278
C 6.4069 12.6590 11.4520
H 17.1081 12.9529 10.9977
H 8.7411 14.3735 20.1741
C 13.8775 14.1995 11.2679
C 8.4457 6.4979 8.8279
C 15.1650 15.2017 9.4209
N 9.5609 10.7772 8.8514
C 5.5406 11.5229 11.3557
C 7.6644 18.6492 16.4571
C 11.1528 9.1927 12.8914
C 10.4660 8.7180 11.7690
H 10.4795 10.4145 17.2700
N 9.8628 9.8409 11.2397
Ba 10.2961 13.6637 11.4036
C 7.9218 16.0251 15.5740
C 13.7952 16.2755 18.2606
H 5.9868 15.5824 16.5570
C 8.6912 12.4895 15.1473
N 7.6003 10.9154 10.7110
N 7.6146 12.3136 10.9711
C 8.7538 18.2915 15.7180
C 8.2475 10.2793 16.8904
H 11.7999 18.7826 8.4723
H 6.3190 13.7292 11.6933
N 8.3026 8.6261 9.5636
C 5.2993 18.1626 17.3858
C 6.3734 10.4696 11.0158
H 8.0367 15.0012 15.1470
C 7.5502 11.7237 15.0845
C 11.0683 17.0952 9.6881
H 9.4958 19.0685 15.4810
O 10.0715 15.2205 13.5003
H 8.8085 13.4665 14.6769
H 15.2812 16.7226 19.7082
H 7.6950 19.6837 16.8059
N 11.6505 16.0563 10.3624
C 16.1785 13.5024 10.7428
N 7.2785 7.9128 10.1610
H 8.3480 16.5185 21.0241
C 12.9530 16.5284 14.0979
C 14.0375 15.1602 10.2431
C 9.0327 7.7444 8.7299
C 16.1541 16.2860 17.7408
C 10.7363 16.6095 18.3990
C 12.1538 16.1810 16.3459
H 8.7056 5.5571 8.4081
H 10.2178 19.8938 19.0557
H 11.0813 13.4726 7.7675
N 10.1960 12.0025 9.1079
H 14.0434 17.3742 8.8339
C 9.5788 10.8981 16.8105
S 11.1995 13.1480 16.1521
N 10.2699 11.0303 11.9135
N 13.1469 17.1467 9.1071
C 10.4403 12.5724 7.9074
H 17.0673 14.4086 8.9857
H 8.0583 9.4554 17.5504
S 10.2899 16.5825 14.1713
H 9.9860 17.2680 9.8515
H 4.5169 17.5440 17.0880

Output
- DFT total energy (eV) = -101842.70127
- largest force on an atom (eV/A) = 3.3
- charge = +1
- multiplicity = 2
- ⟨S²⟩ = 0.758
- frontier orbital gap (spin up / spin down) (eV) = 5.148 / 1.873
- relative energy (zero: lowest compared OMol25 entry of this formula, charge and spin) (kJ/mol) = 174.7

***

DFT (wB97M-V/def2-TZVPD) results for the molecule C4H3NO2S in a non-equilibrium geometry.

Element x y z (Å)
N 0.4132 1.1919 -0.2754
O -2.0782 -1.3773 0.0993
H -1.8976 2.7365 -0.2371
C 1.4801 0.3025 0.1047
S 0.7227 -1.2840 -0.1512
H 0.6428 2.1291 -0.4837
C -0.9733 0.8021 0.0016
O 2.6339 0.6166 0.2745
C -1.9511 1.7003 0.0333
H -2.9090 1.1681 0.5277
C -1.0121 -0.7629 0.1188

Output
- DFT total energy (eV) = -20615.67259
- largest force on an atom (eV/A) = 4.6
- multiplicity = 1
- frontier orbital gap (eV) = 9.075
- relative energy (zero: lowest compared OMol25 entry of this formula, charge and spin) (kJ/mol) = 133.4

***

DFT (wB97M-V/def2-TZVPD) results for a cluster of 2 separate species, C21H37N4 in total in a non-equilibrium geometry.

Element x y z (Å)
C -4.7356 -1.8027 0.8977
H 1.0640 -2.7602 1.1589
H 1.2068 -0.1884 -3.5491
H 4.7499 -0.8461 4.1646
H -2.0366 2.7282 2.3398
H -5.0362 -2.7841 0.5422
H 1.2136 1.3681 1.0320
H 0.3274 2.1539 -7.7268
H 3.0156 -0.0992 -5.2553
H -5.2182 -1.1690 -1.0852
C 3.2202 -0.0885 -1.6759
H -3.8180 1.7234 1.4568
H -1.2693 0.4490 0.5700
H -0.5748 0.4535 2.6080
C -0.3698 1.5197 -5.7968
C -4.0090 0.3905 -0.2871
C 3.1086 -2.2911 1.3183
C -3.3168 0.8707 0.9984
C 1.7060 -1.9469 0.8117
H -6.0453 -0.2273 0.1115
H 1.4753 2.6637 2.1822
C 1.5447 -1.9035 -0.7135
H -4.5079 1.2675 -0.7085
C -1.8792 1.3566 0.6486
H 1.6858 -2.8906 -1.1530
C 1.0540 0.3222 -4.4890
N 5.0925 -0.5783 3.2572
H 0.5029 -1.6403 -0.9141
H -1.3524 1.9665 -5.8994
H -3.1993 0.0845 1.7446
H -1.9116 1.8086 -0.3424
N -0.1456 0.8819 -4.6486
H -6.1695 -2.3512 2.4491
C 1.1505 1.6234 2.0923
H 2.2604 1.2156 3.8693
H 5.0554 -1.6228 1.0710
C -5.4444 -1.5565 2.2702
C -5.0863 -0.6935 -0.1082
N 4.1327 -1.2062 1.1710
C 2.1430 0.7715 2.8811
H -0.3160 1.9023 3.6347
H -5.9868 -0.6148 2.2849
N 3.5004 0.8243 2.1839
H 2.5657 1.0999 -7.4000
C -0.2769 1.5054 2.6190
C -1.2652 2.2783 1.7171
H -4.7350 -1.5928 3.0966
H -0.7325 3.0845 1.2083
H 3.9461 0.6467 -1.9221
H -3.2557 0.1092 -1.0245
C 2.3796 -0.8941 -1.3857
H -3.6674 -1.8105 1.1132
C 4.2293 -0.3250 2.2225
H 1.3129 -1.0307 1.2437
C 1.8075 1.0390 -6.6297
C 2.0600 0.3727 -5.4412
H 3.4730 -3.1259 0.7212
H 4.0677 1.5027 2.6886
H 6.0852 -0.5476 3.0807
C 0.5664 1.6255 -6.8144
H 3.0861 -2.6522 2.3514
H 1.8012 -0.2537 2.9931

Output
- DFT total energy (eV) = -28327.19551
- largest force on an atom (eV/A) = 2.1
- charge = +1
- multiplicity = 1
- frontier orbital gap (eV) = 6.048

***

DFT (wB97M-V/def2-TZVPD) results for the molecule C4H9N in a non-equilibrium geometry.

Element x y z (Å)
C -0.5196 0.8318 -0.3503
H 1.4319 0.8268 1.7052
C 0.2402 -1.4762 -0.3202
H -1.4119 1.0666 0.2747
N -0.9501 0.5421 -1.7068
H 0.0879 1.7333 -0.2933
H 0.7207 -2.4129 0.0644
C 0.2108 -0.2912 0.3196
H -0.0138 0.2098 2.3090
H 1.3624 -0.9613 1.9686
C 0.7929 -0.0497 1.6174
H -0.4050 -1.6118 -1.2419
H -0.1059 0.2819 -2.2720
H -1.4405 1.3107 -2.0745

Output
- DFT total energy (eV) = -5783.09304
- largest force on an atom (eV/A) = 3.0
- multiplicity = 1
- frontier orbital gap (eV) = 10.085
- relative energy (zero: lowest compared OMol25 entry of this formula, charge and spin) (kJ/mol) = 69.4